*one*
Entry from the OMol25 dataset: a cluster of 2 separate species, C4H11N2O in total (ωB97M-V/def2-TZVPD).

```
18
Properties=species:S:1:pos:R:3:nbo_charge:R:1
N -3.305 1.028 -1.424 -1.10
C -0.186 0.279 0.959 -0.19
C 0.758 1.285 1.592 -0.66
C -0.279 -0.341 -0.335 0.62
N 1.093 -0.548 -0.566 -0.71
C 1.946 -1.661 -0.121 -0.42
O -1.137 -0.569 -1.162 -0.52
H -3.515 0.057 -1.203 0.38
H -3.512 1.448 -2.320 0.36
H -2.310 1.109 -1.284 0.36
H -0.523 -0.370 1.792 0.20
H 1.698 0.674 1.419 0.23
H 0.610 1.135 2.657 0.22
H 0.841 2.278 1.248 0.23
H 1.576 0.144 -1.115 0.39
H 1.971 -2.489 -0.902 0.20
H 2.903 -1.197 0.166 0.21
H 1.371 -2.261 0.598 0.21
```

Values from the calculation:
- HOMO-LUMO gap (spin up / spin down): 8.59 / 8.67 eV
- ⟨S²⟩: 0.76
- HOMO (spin up / spin down): -7.8 / -8.9 eV
- LUMO energy (spin up / spin down): 0.754 / -0.196 eV
- Spin multiplicity: 2



*two*
Entry from the OMol25 dataset: the molecule C4H11N2O (ωB97M-V/def2-TZVPD).

```
18
Properties=species:S:1:pos:R:3:nbo_charge:R:1
N -0.240 -1.202 1.772 -0.92
C 0.203 -0.303 0.617 -0.35
C 0.248 1.129 1.098 -0.66
C -0.844 -0.550 -0.451 0.62
N -0.585 0.009 -1.657 -0.61
C 0.658 0.586 -2.135 -0.41
O -1.728 -1.392 -0.298 -0.64
H 0.097 -2.178 1.717 0.30
H -1.276 -1.248 1.698 0.43
H 0.055 -0.817 2.683 0.36
H 1.206 -0.746 0.417 0.18
H -0.620 1.440 1.709 0.23
H 0.110 1.781 0.228 0.22
H 1.147 1.353 1.682 0.23
H -1.362 -0.068 -2.294 0.40
H 0.515 1.619 -2.439 0.20
H 1.380 0.538 -1.340 0.21
H 1.037 0.048 -3.004 0.21
```

Values from the calculation:
- HOMO-LUMO gap (spin up / spin down): 4.15 / 10.67 eV
- ⟨S²⟩: 0.75
- HOMO (spin up / spin down): -3.3 / -10.0 eV
- LUMO energy (spin up / spin down): 0.813 / 0.646 eV
- Spin multiplicity: 2



*three*
Entry from the OMol25 dataset: the molecule C4H11N2O (ωB97M-V/def2-TZVPD).

```
18
Properties=species:S:1:pos:R:3:nbo_charge:R:1
C 0.419 -0.733 0.602 -0.26
N 1.227 -0.162 -0.474 -0.65
C 2.414 -1.118 -0.894 0.03
O 2.099 -2.338 -0.799 -0.31
C -0.638 0.239 1.265 -0.24
N -1.940 0.447 0.614 -0.62
C -1.874 1.661 -0.353 -0.44
H -0.057 -1.731 0.165 0.17
H 0.997 -1.084 1.413 0.20
H 0.569 -0.032 -1.300 0.34
H 2.552 -0.834 -1.988 0.25
H 3.254 -0.614 -0.384 0.19
H -0.971 -0.174 2.286 0.20
H -0.149 1.294 1.513 0.20
H -2.025 -0.385 0.009 0.34
H -2.281 2.501 0.258 0.21
H -0.958 1.687 -0.910 0.18
H -2.640 1.378 -1.023 0.19
```

Values from the calculation:
- HOMO-LUMO gap (spin up / spin down): 9.84 / 6.75 eV
- ⟨S²⟩: 0.76
- HOMO (spin up / spin down): -8.9 / -8.9 eV
- LUMO energy (spin up / spin down): 0.895 / -2.150 eV
- Spin multiplicity: 2



Which structure is most stable? *two*, by 21.3 kcal/mol over the runner-up.